Here is 16 unconnected molecules or ions with the total composition C75H175N7O16 at a distorted geometry from the Open Molecules 2025 dataset. Energies are from ωB97M-V/def2-TZVPD.

Properties
charge	0
total energy	-4549.16743	hartree
LUMO energy	0.177	eV

Structure (XYZ):
```
273
C75H175N7O16, DFT ωB97M-V/def2-TZVPD
C -0.2729 5.1540 3.9427
O 0.8488 4.5857 4.5696
H -1.2346 4.7980 4.3122
H -0.2764 6.2311 4.1101
H -0.2208 4.9601 2.8713
H 0.5737 4.2580 5.4290
C 1.5794 0.1427 5.2855
O 2.9104 -0.2777 5.4864
H 1.6057 0.7973 4.4144
H 0.8451 -0.6496 5.1398
H 1.2013 0.6979 6.1439
H 2.8842 -1.0327 6.0787
C -5.4338 2.1084 0.2319
O -4.2724 1.7008 -0.3989
H -5.4998 3.1959 0.1968
H -6.4353 1.8504 -0.1124
H -5.4905 1.8087 1.2783
H -4.1113 2.3018 -1.1299
C 3.0749 5.4360 2.2527
O 2.8608 5.9986 3.5356
H 3.0117 4.3510 2.3360
H 2.2822 5.8695 1.6430
H 4.0236 5.7496 1.8170
H 2.0753 5.5685 3.8815
C 5.6307 -0.5163 2.9572
O 4.2402 -0.4324 2.9861
H 5.8656 -1.3807 2.3361
H 6.0942 0.2781 2.3722
H 6.0687 -0.5881 3.9527
H 3.9850 -0.2388 3.8911
C -3.1012 1.9378 -3.4066
O -4.0553 2.7644 -2.8520
H -3.3710 1.5899 -4.4037
H -2.2159 2.5545 -3.5613
H -2.8025 1.1113 -2.7618
H -4.8744 2.2808 -2.9818
C 7.7185 3.4940 -3.7292
C 6.2731 3.3237 -3.1826
C 5.8784 1.8690 -3.4344
C 4.5955 1.4131 -2.7451
C 4.8183 1.7000 -1.1843
C 5.2137 3.1491 -0.7772
N 6.3704 3.5777 -1.6593
O 6.8834 4.8425 -1.4346
C 3.9450 4.0330 -0.9070
C 5.6459 3.0652 0.6636
C 5.3328 4.3212 -3.9463
H 7.8651 3.1356 -4.7481
H 8.4048 2.8510 -3.1782
H 8.0858 4.5177 -3.6575
H 5.7562 1.6295 -4.4907
H 6.7290 1.2736 -3.1024
H 4.4164 0.3606 -2.9644
H 3.7162 1.9065 -3.1591
H 5.6623 1.1222 -0.8075
H 3.9465 1.3524 -0.6301
H 3.2991 3.7083 -1.7227
H 3.3308 4.2083 -0.0237
H 4.3400 5.0227 -1.1362
H 4.7803 2.8430 1.2876
H 6.4686 2.4115 0.9534
H 6.0398 4.0054 1.0494
H 5.3152 4.0955 -5.0125
H 5.6472 5.3611 -3.8577
H 4.3310 4.1764 -3.5419
H 7.7611 4.6271 -1.1108
C -0.6738 -0.2202 -8.6550
C -0.2124 -0.0060 -7.2150
C 0.3910 -1.3714 -6.8336
C 1.0595 -1.3268 -5.5098
C 2.1546 -0.2077 -5.4826
C 1.7249 1.1890 -6.0031
N 0.9008 1.0004 -7.2100
O 0.5324 2.2368 -7.7686
C 1.0470 1.9307 -4.8431
C 2.9890 1.9345 -6.3909
C -1.3931 0.3714 -6.3181
H -1.1073 -1.1755 -8.9510
H 0.1043 -0.0005 -9.3860
H -1.4214 0.5458 -8.8609
H -0.4400 -2.0690 -6.7291
H 1.0461 -1.7636 -7.6116
H 1.5502 -2.2561 -5.2206
H 0.3350 -1.1620 -4.7122
H 3.0455 -0.5599 -6.0025
H 2.5295 -0.2696 -4.4610
H 0.3080 2.5613 -5.3373
H 0.5135 1.2068 -4.2271
H 1.6770 2.6127 -4.2720
H 2.7172 2.9255 -6.7545
H 3.7634 2.0834 -5.6384
H 3.5135 1.4353 -7.2056
H -2.3427 -0.1614 -6.3685
H -1.7414 1.3668 -6.5939
H -1.1988 0.4870 -5.2519
H 1.3156 2.5018 -8.2564
C -2.1056 -4.1277 3.0868
C -1.0065 -5.1346 3.4739
C 0.2793 -4.3711 3.7246
C 0.3922 -3.6138 5.0792
C 0.1469 -4.5503 6.1876
C -1.2178 -5.4057 6.0100
N -1.3710 -5.9933 4.6749
O -2.5532 -6.7484 4.6166
C -1.0217 -6.6176 6.9420
C -2.3911 -4.5527 6.5494
C -0.7829 -6.0838 2.3210
H -2.2498 -3.2422 3.7058
H -3.0945 -4.5859 3.0685
H -1.8385 -3.6314 2.1538
H 1.0305 -5.1607 3.7096
H 0.5610 -3.6791 2.9310
H -0.3917 -2.8569 5.1077
H 1.3547 -3.1172 5.2022
H 0.1990 -3.9629 7.1043
H 0.9276 -5.3095 6.1407
H -0.2593 -7.2426 6.4770
H -0.6232 -6.3152 7.9105
H -1.9472 -7.1827 7.0524
H -2.4200 -4.2821 7.6048
H -2.4907 -3.7218 5.8509
H -3.3582 -5.0320 6.3974
H 0.0127 -6.8178 2.4486
H -0.4685 -5.4979 1.4573
H -1.6447 -6.6934 2.0494
H -2.2095 -7.6441 4.6509
C 6.3683 -1.9265 -1.0678
C 5.5481 -3.2392 -0.9237
C 6.6538 -4.3482 -1.1327
C 6.2250 -5.7378 -0.5932
C 5.5271 -5.7671 0.8109
C 4.3199 -4.6981 0.8451
N 4.7925 -3.3377 0.4048
O 3.8720 -2.2873 0.5947
C 3.0845 -5.2865 -0.0083
C 3.8644 -4.6347 2.3188
C 4.5792 -3.3087 -2.1341
H 7.1469 -1.7752 -0.3201
H 5.6943 -1.0830 -0.9187
H 6.7370 -1.7764 -2.0825
H 6.8915 -4.4811 -2.1881
H 7.5598 -4.1365 -0.5650
H 7.0744 -6.4182 -0.5330
H 5.5632 -6.0865 -1.3860
H 6.2852 -5.4271 1.5165
H 5.1584 -6.7368 1.1454
H 2.5443 -6.0317 0.5756
H 2.3589 -4.5079 -0.2438
H 3.3280 -5.8719 -0.8950
H 2.9694 -4.0235 2.4347
H 3.6531 -5.6280 2.7148
H 4.5822 -4.1528 2.9826
H 3.7369 -2.6648 -1.8811
H 4.2166 -4.3200 -2.3177
H 5.0187 -2.9196 -3.0525
H 4.1847 -1.9014 1.4162
C -3.7902 -3.6379 -0.8362
C -5.1850 -3.5459 -1.4760
C -5.7359 -2.0993 -1.3205
C -5.0417 -1.0377 -2.2357
C -5.2003 -1.4432 -3.7105
C -4.6698 -2.8815 -3.9833
N -5.1530 -3.8555 -2.9604
O -4.8199 -5.1739 -3.1647
C -5.2055 -3.3358 -5.3610
C -3.1360 -2.7811 -3.9761
C -6.1351 -4.4329 -0.6674
H -2.9861 -3.0020 -1.2064
H -3.3835 -4.6491 -0.8435
H -3.8083 -3.3070 0.2022
H -6.8177 -2.0738 -1.4510
H -5.6632 -1.7492 -0.2908
H -4.0159 -0.7969 -1.9569
H -5.6330 -0.1283 -2.1283
H -4.6441 -0.7177 -4.3041
H -6.2217 -1.5659 -4.0709
H -4.8692 -2.7429 -6.2116
H -4.9497 -4.3813 -5.5330
H -6.2829 -3.2485 -5.5010
H -2.7289 -3.7913 -3.9329
H -2.8640 -2.3946 -4.9583
H -2.6012 -2.2748 -3.1725
H -5.5914 -5.3775 -0.6484
H -7.1494 -4.6143 -1.0229
H -6.1282 -4.1622 0.3884
H -3.9312 -5.1150 -2.8065
C -5.3982 9.6133 1.3976
C -4.2459 8.6346 1.8175
C -4.7113 7.8879 3.1307
C -3.8732 6.6306 3.5442
C -3.8529 5.6241 2.3838
C -3.3322 6.3008 1.0070
N -3.9981 7.6208 0.7430
O -3.7859 8.1936 -0.5420
C -1.8001 6.4498 1.0022
C -3.6775 5.3439 -0.1321
C -2.9909 9.5419 2.0284
H -5.3394 10.3689 2.1810
H -6.3837 9.1527 1.4669
H -5.3329 10.1432 0.4474
H -4.6468 8.6284 3.9279
H -5.7593 7.6173 3.0024
H -4.4514 6.2560 4.3889
H -2.8791 7.0174 3.7681
H -4.8055 5.1125 2.2456
H -3.1511 4.8257 2.6249
H -1.4534 7.0513 0.1619
H -1.3453 6.8921 1.8884
H -1.2943 5.4947 0.8602
H -3.2262 5.6035 -1.0897
H -3.4229 4.3037 0.0711
H -4.7594 5.2728 -0.2435
H -3.2409 10.4554 2.5680
H -2.4828 9.7526 1.0874
H -2.1782 9.0013 2.5136
H -2.8514 8.4134 -0.5426
C -0.1404 -0.7452 -1.7905
C 0.2199 -0.5859 -0.2855
C 1.5676 0.1242 -0.2062
C 1.8865 0.7166 1.1218
C 0.8146 1.8213 1.4339
C -0.6119 1.1935 1.5164
N -0.8276 0.3592 0.2975
O -2.1351 -0.1417 0.1710
C -0.7151 0.4789 2.8757
C -1.5600 2.3729 1.5558
C 0.2707 -1.9681 0.4423
H -0.4956 0.1822 -2.2399
H -0.8799 -1.5251 -1.9720
H 0.7026 -1.1479 -2.3519
H 2.3606 -0.6086 -0.3552
H 1.6507 0.8827 -0.9845
H 2.8267 1.2485 1.2678
H 1.8631 -0.0941 1.8500
H 0.7860 2.6276 0.7010
H 1.1374 2.1902 2.4075
H -0.4565 1.0880 3.7418
H -1.7495 0.1824 3.0490
H -0.1127 -0.4291 2.9036
H -2.5645 2.0214 1.7912
H -1.2775 3.0156 2.3895
H -1.5433 2.9307 0.6194
H 0.7636 -2.6777 -0.2221
H -0.7273 -2.3827 0.5848
H 0.8012 -2.0620 1.3898
H -2.6017 0.5448 -0.3113
C 0.3131 -4.2615 -3.1399
C 1.1482 -5.4579 -2.7612
O 0.5488 -6.6526 -3.3221
H -0.5371 -4.1768 -2.4631
H -0.0577 -4.3142 -4.1635
H 0.8204 -3.3284 -2.8947
H 1.2477 -5.6040 -1.6856
H 2.1075 -5.2695 -3.2432
H 1.1327 -7.3961 -3.4887
C -2.8038 -0.7258 6.4466
C -2.5413 0.7580 6.5372
O -1.2407 0.9191 6.9823
H -2.8826 -1.1956 7.4270
H -2.1749 -1.2142 5.7023
H -3.7966 -0.8493 6.0140
H -3.2677 1.2391 7.1920
H -2.6564 1.3299 5.6164
H -0.9630 0.1666 7.5098
C -4.3430 -0.8259 2.3036
C -5.5376 -1.5935 2.7705
O -6.7386 -0.8893 2.8313
H -3.5300 -1.5190 2.0875
H -3.9794 -0.1495 3.0771
H -4.5153 -0.1396 1.4745
H -5.1756 -1.8491 3.7664
H -5.7007 -2.4472 2.1128
H -7.3643 -1.5659 2.5624
```

These are the Mulliken partial charges, in e, on atoms 1 to 99: atom 1 (C): -0.53, atom 2 (O): -0.62, atom 3 (H): 0.49, atom 4 (H): 0.50, atom 5 (H): -0.11, atom 6 (H): 0.31, atom 7 (C): 0.50, atom 8 (O): -0.63, atom 9 (H): -0.21, atom 10 (H): -0.25, atom 11 (H): 0.35, atom 12 (H): 0.30, atom 13 (C): -0.94, atom 14 (O): 0.79, atom 15 (H): 0.03, atom 16 (H): 0.32, atom 17 (H): 0.32, atom 18 (H): -0.30, atom 19 (C): -0.34, atom 20 (O): -0.68, atom 21 (H): 0.06, atom 22 (H): 0.28, atom 23 (H): 0.31, atom 24 (H): 0.30, atom 25 (C): -0.55, atom 26 (O): -0.04, atom 27 (H): 0.14, atom 28 (H): -0.09, atom 29 (H): 0.39, atom 30 (H): 0.10, atom 31 (C): -0.43, atom 32 (O): -0.66, atom 33 (H): 0.51, atom 34 (H): 0.36, atom 35 (H): -0.10, atom 36 (H): 0.31, atom 37 (C): -1.98, atom 38 (C): 1.56, atom 39 (C): -2.10, atom 40 (C): 1.48, atom 41 (C): -0.83, atom 42 (C): 2.71, atom 43 (N): 0.34, atom 44 (O): -0.50, atom 45 (C): -1.00, atom 46 (C): -1.81, atom 47 (C): -1.59, atom 48 (H): 0.36, atom 49 (H): 0.48, atom 50 (H): 0.41, atom 51 (H): 0.50, atom 52 (H): 0.45, atom 53 (H): 0.42, atom 54 (H): -0.79, atom 55 (H): 0.52, atom 56 (H): -0.98, atom 57 (H): -0.17, atom 58 (H): -0.38, atom 59 (H): 0.55, atom 60 (H): 0.12, atom 61 (H): 0.34, atom 62 (H): 0.51, atom 63 (H): 0.38, atom 64 (H): 0.37, atom 65 (H): 0.22, atom 66 (H): 0.37, atom 67 (C): -2.11, atom 68 (C): 2.14, atom 69 (C): -2.34, atom 70 (C): 0.74, atom 71 (C): -0.99, atom 72 (C): 2.50, atom 73 (N): 0.24, atom 74 (O): -0.47, atom 75 (C): -1.61, atom 76 (C): -2.28, atom 77 (C): -1.61, atom 78 (H): 0.37, atom 79 (H): 0.42, atom 80 (H): 0.44, atom 81 (H): 0.47, atom 82 (H): 0.38, atom 83 (H): 0.91, atom 84 (H): -0.81, atom 85 (H): 0.56, atom 86 (H): -0.29, atom 87 (H): 0.46, atom 88 (H): -0.20, atom 89 (H): 0.44, atom 90 (H): 0.65, atom 91 (H): 0.12, atom 92 (H): 0.45, atom 93 (H): 0.62, atom 94 (H): 0.58, atom 95 (H): -0.20, atom 96 (H): 0.39, atom 97 (C): -0.60, atom 98 (C): 2.50, atom 99 (C): -1.34